One molecule with the formula C18H22N2O3S2 at a distorted geometry. Source: the OMol25 dataset; level of theory: wB97M-V/def2-TZVPD.

Each line ends with the natural charge from an NBO analysis.
Geometry (Å):
C -5.917 -0.571 1.900  -0.592
C -5.731 -0.289 0.407  -0.418
C -4.386 0.329 0.154  0.018
C -4.212 1.706 0.221  -0.234
C -2.961 2.263 0.030  -0.182
C -1.861 1.466 -0.232  -0.276
C -2.023 0.087 -0.303  0.242
N -0.961 -0.793 -0.558  -0.625
C 0.330 -0.506 -0.865  0.693
O 0.767 0.614 -1.016  -0.618
C 1.203 -1.764 -0.986  -0.306
C 1.425 -2.346 0.420  -0.404
C 2.355 -1.448 1.226  -0.230
N 3.634 -1.294 0.561  -0.675
S 4.460 0.094 0.937  2.352
O 4.404 0.232 2.360  -0.934
O 5.732 0.022 0.281  -0.937
C 3.568 1.453 0.226  -0.575
C 3.782 2.028 -0.989  -0.205
C 2.892 3.092 -1.240  -0.258
C 2.028 3.297 -0.210  -0.385
S 2.284 2.200 1.084  0.516
C 3.740 -1.795 -0.787  -0.228
C 2.543 -1.409 -1.655  -0.437
C -3.283 -0.469 -0.105  -0.284
H -6.892 -1.015 2.084  0.209
H -5.841 0.351 2.471  0.207
H -5.150 -1.256 2.255  0.204
H -6.517 0.388 0.069  0.210
H -5.822 -1.224 -0.150  0.206
H -5.063 2.341 0.422  0.209
H -2.836 3.334 0.084  0.213
H -0.889 1.902 -0.385  0.249
H -1.217 -1.771 -0.516  0.395
H 0.658 -2.498 -1.589  0.219
H 0.477 -2.436 0.954  0.220
H 1.860 -3.343 0.338  0.215
H 2.536 -1.868 2.221  0.219
H 1.884 -0.466 1.364  0.199
H 4.556 1.697 -1.657  0.241
H 2.896 3.673 -2.144  0.229
H 1.248 4.028 -0.139  0.237
H 3.850 -2.885 -0.747  0.192
H 4.664 -1.380 -1.190  0.247
H 2.632 -1.900 -2.624  0.217
H 2.560 -0.329 -1.820  0.248
H -3.405 -1.544 -0.159  0.199

The value obtained for the highest occupied orbital energy is -8.693 eV. The energy above the lowest of the compared OMol25 structures with the same formula, charge and spin comes out at 12.45 kcal per mole. As for the SMILES: CCc1cccc(NC(=O)C2CCN(S(=O)(=O)c3cccs3)CC2)c1. The calculation puts the total energy at -1830.720546 a.u. As for the gap between HOMO and LUMO: 9.1 eV.

=====

One molecule with the formula C18H22N2O5S at a distorted geometry. Source: the OMol25 dataset; level of theory: wB97M-V/def2-TZVPD.

Each line ends with the natural charge from an NBO analysis.
Geometry (Å):
C 3.280 -0.540 1.104  -0.636
C 3.453 -0.629 2.601  -0.064
C 4.443 0.384 3.153  -0.252
N 3.050 0.337 3.646  -0.584
S 2.119 1.756 3.216  2.159
O 2.882 2.750 2.370  -0.908
O 1.562 2.126 4.567  -0.906
C 0.716 1.124 2.291  -0.357
C -0.249 0.217 2.960  -0.136
C -1.241 -0.265 2.119  -0.296
C -1.242 0.043 0.778  0.273
C -0.349 0.862 0.162  -0.124
C 0.587 1.488 0.901  -0.117
C -0.584 1.094 -1.328  0.419
O -0.602 2.575 -1.598  -0.505
C -0.817 2.734 -3.022  -0.090
C 0.358 2.257 -3.775  -0.471
C 0.475 0.833 -3.416  -0.086
O 0.602 0.614 -2.011  -0.514
C -1.845 0.216 -1.448  0.651
O -2.534 0.085 -2.445  -0.568
N -2.248 -0.230 -0.166  -0.435
C -3.300 -1.281 -0.012  -0.223
C -2.459 -2.513 -0.304  -0.235
C -2.727 -3.195 -1.636  -0.415
C -3.320 -3.802 -0.322  -0.427
H 2.462 -1.091 0.779  0.214
H 4.105 -0.997 0.573  0.227
H 3.197 0.481 0.723  0.227
H 3.451 -1.735 2.929  0.218
H 5.082 0.278 4.041  0.214
H 4.682 1.166 2.565  0.214
H -0.116 0.000 4.057  0.265
H -1.998 -0.947 2.621  0.234
H 1.287 2.139 0.363  0.263
H -1.766 2.224 -3.409  0.196
H -1.082 3.827 -3.222  0.199
H 0.142 2.245 -4.854  0.224
H 1.197 2.937 -3.512  0.223
H 1.289 0.379 -3.976  0.197
H -0.355 0.194 -3.728  0.192
H -4.073 -1.350 -0.753  0.238
H -3.765 -1.369 0.956  0.218
H -1.498 -2.626 0.140  0.218
H -3.299 -2.609 -2.350  0.225
H -1.856 -3.678 -2.057  0.215
H -4.326 -3.764 -0.187  0.208
H -2.769 -4.743 -0.084  0.221

The value obtained for the highest occupied orbital energy is -8.761 eV. The energy above the lowest of the compared OMol25 structures with the same formula, charge and spin comes out at 145.64 kcal per mole. As for the SMILES: C[C@H]1CN1S(=O)(=O)c1ccc2c(c1)C1(OCCCO1)C(=O)N2CC1CC1. The calculation puts the total energy at -1582.808480 a.u. As for the gap between HOMO and LUMO: 8.7 eV.

=====

One molecule with the formula C18H22N2O6 at a distorted geometry. Source: the OMol25 dataset; level of theory: wB97M-V/def2-TZVPD.

Each line ends with the natural charge from an NBO analysis.
Geometry (Å):
C 2.618 -1.368 2.830  -0.632
C 3.810 -0.958 1.979  -0.078
O 3.458 -0.919 0.593  -0.522
C 3.604 -2.048 -0.109  0.785
O 4.076 -3.064 0.324  -0.594
C 3.106 -1.876 -1.538  -0.335
N 2.724 -0.528 -1.859  -0.620
C 1.416 -0.154 -1.690  0.798
O 0.530 -0.985 -1.593  -0.681
N 1.145 1.194 -1.761  -0.454
C 2.050 2.220 -1.283  -0.206
C 1.931 2.352 0.239  -0.419
C 0.485 2.653 0.627  -0.386
C -0.463 1.605 0.035  -0.368
C -1.915 1.949 0.307  0.667
O -2.248 3.084 0.581  -0.573
C -2.908 0.854 0.200  -0.209
C -4.229 1.181 0.516  -0.145
C -5.260 0.255 0.464  -0.273
C -4.924 -1.022 0.079  0.256
C -3.605 -1.362 -0.243  0.288
C -2.578 -0.456 -0.191  -0.265
O -3.557 -2.686 -0.588  -0.486
C -4.878 -3.166 -0.486  0.236
O -5.724 -2.116 -0.059  -0.473
C -0.235 1.548 -1.489  -0.209
H 1.782 -0.693 2.664  0.210
H 2.894 -1.340 3.881  0.219
H 2.310 -2.379 2.574  0.223
H 4.637 -1.663 2.112  0.206
H 4.141 0.055 2.222  0.187
H 3.876 -2.239 -2.225  0.228
H 2.213 -2.501 -1.654  0.273
H 3.448 0.166 -1.771  0.392
H 3.078 2.012 -1.579  0.193
H 1.755 3.160 -1.761  0.204
H 2.589 3.146 0.595  0.213
H 2.248 1.411 0.695  0.204
H 0.381 2.669 1.713  0.216
H 0.195 3.638 0.255  0.215
H -0.231 0.622 0.450  0.226
H -4.434 2.199 0.810  0.237
H -6.276 0.517 0.710  0.230
H -1.583 -0.769 -0.463  0.259
H -5.217 -3.535 -1.467  0.159
H -4.919 -3.990 0.245  0.159
H -0.880 0.804 -1.955  0.242
H -0.436 2.526 -1.932  0.203

The value obtained for the highest occupied orbital energy is -8.226 eV. The energy above the lowest of the compared OMol25 structures with the same formula, charge and spin comes out at 17.26 kcal per mole. As for the SMILES: CCOC(=O)CNC(=O)N1CCC[C@@H](C(=O)c2ccc3c(c2)OCO3)C1. The calculation puts the total energy at -1260.099444 a.u. As for the gap between HOMO and LUMO: 8.8 eV.

=====

One molecule with the formula C18H22N4O2S at a distorted geometry. Source: the OMol25 dataset; level of theory: wB97M-V/def2-TZVPD.

Each line ends with the natural charge from an NBO analysis.
Geometry (Å):
O -2.332 -1.999 -2.277  -0.745
C -1.774 -3.029 -1.507  -0.052
C -0.649 -2.553 -0.583  -0.437
C -1.176 -1.651 0.542  -0.040
C -0.051 -1.287 1.525  -0.233
N 0.905 -0.408 0.884  -0.450
C 2.073 -0.155 1.703  -0.226
C 3.213 0.404 0.894  -0.009
C 4.154 1.256 1.543  -0.187
C 5.232 1.790 0.907  -0.191
C 5.396 1.469 -0.454  0.031
N 6.308 1.811 -1.346  -0.070
O 5.957 1.210 -2.480  -0.092
N 4.848 0.483 -2.373  -0.093
C 4.447 0.607 -1.120  0.132
C 3.349 0.071 -0.424  -0.238
C 0.243 0.822 0.488  -0.251
C -0.870 0.497 -0.510  -0.230
N -1.836 -0.469 -0.009  -0.484
C -2.843 0.118 0.868  -0.220
C -3.721 1.055 0.096  -0.085
C -4.515 0.655 -1.013  -0.254
C -5.221 1.679 -1.548  -0.398
S -4.943 3.161 -0.719  0.436
C -3.854 2.383 0.358  -0.414
H -2.465 -1.246 -1.674  0.490
H -2.556 -3.515 -0.899  0.142
H -1.388 -3.767 -2.216  0.180
H -0.175 -3.427 -0.133  0.211
H 0.103 -2.024 -1.165  0.215
H -1.935 -2.221 1.094  0.204
H -0.490 -0.817 2.427  0.164
H 0.460 -2.200 1.837  0.207
H 2.398 -1.111 2.131  0.217
H 1.847 0.523 2.547  0.172
H 3.991 1.479 2.588  0.216
H 5.941 2.432 1.403  0.232
H 2.643 -0.574 -0.917  0.245
H -0.171 1.352 1.367  0.160
H 0.973 1.481 0.012  0.218
H -0.419 0.087 -1.416  0.211
H -1.405 1.410 -0.781  0.222
H -3.459 -0.700 1.257  0.212
H -2.410 0.653 1.727  0.178
H -4.549 -0.352 -1.386  0.233
H -5.894 1.662 -2.381  0.238
H -3.381 2.956 1.132  0.234

The value obtained for the highest occupied orbital energy is -8.692 eV. The energy above the lowest of the compared OMol25 structures with the same formula, charge and spin comes out at 123.43 kcal per mole. As for the SMILES: OCC[C@H]1CN(Cc2ccc3nonc3c2)CCN1Cc1ccsc1. The calculation puts the total energy at -1466.693276 a.u. As for the gap between HOMO and LUMO: 8.2 eV.

=====

One molecule with the formula C18H22O5. Source: the OMol25 dataset; level of theory: wB97M-V/def2-TZVPD.

Each line ends with the natural charge from an NBO analysis.
Geometry (Å):
C -1.145 -0.189 4.502  -0.635
C -0.154 -0.324 3.356  -0.078
O -0.545 -1.343 2.433  -0.526
C -0.247 -2.605 2.763  0.806
O 0.228 -2.938 3.814  -0.592
C -0.580 -3.548 1.626  -0.489
C 0.496 -3.431 0.530  -0.425
C 0.503 -2.053 -0.069  -0.141
C -0.367 -1.608 -1.010  0.086
C -1.419 -2.480 -1.623  -0.656
C -0.295 -0.231 -1.440  -0.101
C -1.138 0.333 -2.401  -0.175
C -1.040 1.660 -2.751  -0.317
C -0.088 2.484 -2.147  0.338
O 0.105 3.797 -2.429  -0.492
C -0.766 4.472 -3.315  -0.061
C -2.105 4.818 -2.670  -0.638
C 0.775 1.955 -1.180  -0.093
C 1.798 2.839 -0.538  -0.634
C 0.662 0.607 -0.843  0.328
O 1.520 0.135 0.092  -0.465
C 1.505 -1.159 0.509  0.767
O 2.324 -1.487 1.335  -0.587
H -1.161 -1.105 5.087  0.227
H -2.144 0.005 4.118  0.206
H -0.846 0.634 5.145  0.215
H 0.843 -0.566 3.737  0.209
H -0.109 0.591 2.761  0.188
H -0.597 -4.565 2.018  0.233
H -1.558 -3.287 1.221  0.218
H 1.474 -3.609 0.982  0.255
H 0.322 -4.193 -0.230  0.217
H -1.356 -3.501 -1.264  0.224
H -2.408 -2.091 -1.383  0.230
H -1.312 -2.488 -2.706  0.228
H -1.885 -0.275 -2.884  0.214
H -1.710 2.047 -3.502  0.218
H -0.911 3.895 -4.236  0.171
H -0.230 5.391 -3.568  0.196
H -2.714 5.382 -3.371  0.217
H -2.642 3.919 -2.379  0.213
H -1.940 5.422 -1.781  0.216
H 2.487 3.216 -1.293  0.226
H 1.311 3.699 -0.083  0.224
H 2.354 2.292 0.216  0.237

The value obtained for the highest occupied orbital energy is -8.203 eV. The energy above the lowest of the compared OMol25 structures with the same formula, charge and spin comes out at 2.97 kcal per mole. As for the SMILES: CCOC(=O)CCc1c(C)c2ccc(OCC)c(C)c2oc1=O. The calculation puts the total energy at -1075.336471 a.u. As for the gap between HOMO and LUMO: 8.5 eV.

=====

C18H23AsF6N3O5PtS4 as an isolated structure at a distorted geometry. Source: the OMol25 dataset; level of theory: wB97M-V/def2-TZVPD.

Each line ends with the natural charge from an NBO analysis.
Geometry (Å):
Pt 0.634 0.257 -1.405  0.896
C 4.251 2.803 -3.815  -0.262
O 4.114 2.114 -2.573  -0.519
C 3.039 1.344 -2.404  0.024
S 2.893 0.582 -0.885  -0.077
S 1.876 1.077 -3.561  -0.213
H 5.152 3.403 -3.710  0.181
H 3.382 3.433 -3.996  0.200
H 4.357 2.098 -4.639  0.196
C -0.611 2.779 1.538  -1.020
As 0.578 3.542 0.271  2.007
C 2.310 3.574 1.071  -1.016
C 0.076 5.379 0.093  -1.010
O 0.530 2.800 -1.217  -1.138
H -0.553 3.295 2.496  0.231
H -0.354 1.727 1.643  0.276
H -1.623 2.827 1.144  0.274
H 2.326 4.315 1.870  0.225
H 3.033 3.818 0.295  0.254
H 2.541 2.584 1.458  0.264
H 0.061 5.884 1.059  0.231
H -0.914 5.402 -0.357  0.251
H 0.787 5.863 -0.575  0.242
N 0.168 -3.689 4.922  -0.805
C -0.615 -2.862 4.106  0.175
C -0.605 -1.479 4.281  -0.293
C -1.380 -0.665 3.472  -0.097
C -2.171 -1.228 2.481  -0.388
C -2.216 -2.607 2.326  -0.152
C -1.447 -3.418 3.140  -0.253
S -3.103 -0.216 1.395  2.325
O -3.413 1.016 2.094  -0.987
O -4.227 -0.996 0.917  -0.974
N -1.992 -0.002 0.282  -0.939
C -2.292 0.437 -0.933  0.283
S -3.837 1.017 -1.510  0.366
C -3.157 1.377 -3.053  -0.502
C -1.858 1.042 -3.067  -0.012
N -1.359 0.511 -1.905  -0.587
H 0.983 -3.241 5.310  0.372
H 0.397 -4.579 4.506  0.376
H 0.021 -1.044 5.051  0.200
H -1.379 0.409 3.607  0.219
H -2.845 -3.034 1.557  0.241
H -1.464 -4.493 3.002  0.207
H -3.746 1.791 -3.853  0.232
H -1.188 1.149 -3.907  0.224
C -0.991 -2.714 -1.248  -0.667
C 0.520 -2.877 -1.414  0.106
O 1.198 -1.762 -1.804  -0.785
C 1.101 -3.364 -0.057  0.950
F 2.363 -3.811 -0.157  -0.330
F 0.389 -4.362 0.521  -0.346
F 1.109 -2.351 0.821  -0.323
C 0.760 -3.961 -2.489  0.959
F 0.093 -3.650 -3.616  -0.332
F 2.045 -4.104 -2.829  -0.318
F 0.322 -5.184 -2.107  -0.344
H -1.185 -2.054 -0.403  0.257
H -1.503 -3.664 -1.090  0.215
H -1.377 -2.237 -2.147  0.232

The value obtained for the highest occupied orbital energy (alpha / beta) is -3.907 / -3.957 eV. The energy above the lowest of the compared OMol25 structures with the same formula, charge and spin comes out at 43.61 kcal per mole. The calculation puts the total energy at -5787.299378 a.u. The charge is -1. As for the gap between HOMO and LUMO (alpha / beta): 6.2 / 6.2 eV.